(1)
8 unconnected molecules or ions with the total composition C26H56B4FNO11. Source: OMol25; level of theory: the ωB97M-V functional and the def2-TZVPD basis.

Structure (XYZ):
```
99
Properties=species:S:1:pos:R:3:forces:R:3
C -1.171086 -4.039966 -0.822908 0.207 -0.172 0.068
C -0.478950 -2.766831 -0.344769 -0.086 -0.156 0.230
F -0.158052 -1.974340 -1.463320 -0.067 0.086 0.040
C 0.811911 -2.981974 0.463150 0.381 0.024 0.023
B 0.829061 -2.020059 1.700013 0.601 -0.066 0.591
O 0.117845 -2.307722 2.853373 -0.637 0.009 -0.454
B -0.461943 -1.250728 3.533767 0.422 0.228 0.403
O 0.010608 0.031249 3.301130 -0.605 -0.087 -0.574
B 0.584215 0.233140 2.047943 0.403 0.004 0.359
B 0.186668 1.492199 0.934250 0.338 0.139 0.618
O 1.173665 1.893652 0.028348 -0.283 0.001 -0.437
N -1.082879 2.123601 0.932214 0.159 -0.690 -1.074
C -1.327374 3.045330 -0.183620 -0.124 0.202 0.360
C -2.222741 1.223218 1.117741 -0.230 0.350 0.477
O 1.451451 -0.785818 1.628485 -0.648 0.045 -0.787
H -1.144710 -4.080106 -1.911580 -0.105 0.057 0.010
H -0.661823 -4.927453 -0.447276 -0.004 0.005 -0.015
H -2.201556 -4.088667 -0.475586 -0.039 0.044 -0.134
H -1.198410 -2.179703 0.237120 0.031 0.103 -0.133
H 1.648923 -2.714320 -0.185607 -0.020 -0.136 -0.078
H 0.929085 -4.026802 0.752888 -0.137 0.020 0.024
H -1.383584 -1.402829 4.259566 0.146 -0.120 0.116
H 1.396495 1.189664 -0.598571 0.247 0.174 0.496
H -1.206810 2.556580 -1.155772 0.002 0.052 -0.004
H -2.344339 3.427518 -0.126585 0.032 0.026 0.020
H -0.646888 3.890503 -0.112243 0.031 -0.015 -0.164
H -3.137739 1.805163 1.247482 0.017 0.015 0.023
H -2.099027 0.620466 2.015359 0.057 -0.074 -0.030
H -2.376782 0.573396 0.247400 0.028 -0.014 0.027
C 0.148092 -5.173354 5.047520 0.018 0.203 -0.080
C -1.337066 -4.928784 5.153042 0.053 -0.076 0.018
O -1.836506 -3.889703 4.789058 -0.095 -0.065 0.046
C -2.161628 -6.055507 5.725811 -0.106 0.088 -0.039
H 0.632213 -4.295393 4.625384 -0.018 -0.001 0.006
H 0.564109 -5.385347 6.034565 -0.005 -0.086 -0.013
H 0.328146 -6.040239 4.411356 0.016 -0.049 0.068
H -1.823238 -6.287246 6.737661 0.033 -0.038 -0.016
H -2.027541 -6.954316 5.122367 0.060 -0.023 0.043
H -3.210068 -5.767731 5.748593 -0.001 0.001 0.004
C -3.670915 5.279421 -4.169249 0.019 -0.099 0.046
C -3.229991 5.708785 -2.790319 -0.048 0.034 -0.146
O -2.718736 4.921270 -2.027016 -0.100 0.044 0.027
C -3.437262 7.155437 -2.427256 0.050 -0.089 0.152
H -3.463871 4.221341 -4.308411 0.010 -0.001 -0.002
H -4.739195 5.464174 -4.296432 0.013 0.062 -0.035
H -3.136773 5.853634 -4.928652 -0.045 0.045 -0.002
H -4.496371 7.411918 -2.490584 0.009 0.030 -0.068
H -2.896523 7.803165 -3.119665 -0.048 0.011 -0.031
H -3.082089 7.347034 -1.418774 0.002 0.012 -0.005
C -1.226199 11.475200 0.546758 -0.098 0.022 -0.055
C -1.459453 10.204968 -0.237866 0.058 0.014 0.045
O -2.410202 10.088542 -0.977783 -0.013 0.004 -0.019
C -0.452911 9.099678 -0.054512 -0.183 -0.011 -0.077
H -2.013605 12.192826 0.330492 -0.002 0.001 -0.001
H -1.213980 11.256449 1.615947 0.055 -0.004 0.001
H -0.257620 11.904024 0.283648 0.026 -0.025 0.043
H -0.411233 8.796703 0.993422 0.057 0.040 0.013
H 0.543375 9.437983 -0.342955 0.018 0.002 0.056
H -0.722572 8.241274 -0.661587 0.028 -0.014 0.018
C 2.453479 7.010432 -3.336557 0.031 0.036 0.112
C 1.287479 6.505025 -2.519370 -0.038 -0.048 -0.065
O 1.156911 6.799447 -1.353670 0.097 0.010 -0.004
C 0.288891 5.627349 -3.228821 0.006 0.012 0.212
H 3.096768 7.631475 -2.718034 0.003 0.000 0.001
H 3.026591 6.168813 -3.729653 -0.028 0.001 -0.049
H 2.089893 7.590999 -4.186358 0.000 -0.044 -0.035
H 0.773409 4.732077 -3.620885 0.022 0.067 -0.132
H -0.147284 6.169015 -4.071122 0.041 -0.071 -0.076
H -0.493210 5.332043 -2.535303 0.018 -0.002 -0.013
C 1.327300 -9.497206 6.147992 -0.092 0.065 0.015
C 0.983782 -9.120888 4.726802 0.053 -0.031 -0.007
O 0.029314 -8.420472 4.474219 -0.029 -0.043 0.010
C 1.886241 -9.651738 3.644307 -0.151 0.031 -0.033
H 0.607495 -9.054140 6.831865 -0.002 -0.001 0.001
H 1.317476 -10.582725 6.260575 0.055 -0.004 -0.006
H 2.330739 -9.145421 6.394092 0.024 -0.048 -0.013
H 1.891776 -10.743591 3.666661 0.058 0.000 0.052
H 2.908018 -9.301950 3.796773 0.014 -0.042 0.012
H 1.541143 -9.304909 2.675734 0.022 0.000 -0.004
C 2.631657 -6.577609 -0.567364 -0.021 0.006 0.109
C 3.213800 -7.808712 0.084038 -0.010 0.041 -0.068
O 3.175229 -7.969173 1.281268 0.045 -0.003 -0.017
C 3.843849 -8.826880 -0.834916 0.017 -0.050 0.107
H 2.211594 -5.926765 0.194841 0.003 0.002 -0.003
H 3.406366 -6.041354 -1.118279 -0.014 -0.021 -0.045
H 1.852348 -6.860871 -1.277398 0.033 0.002 -0.041
H 4.661308 -8.370132 -1.395453 -0.031 0.011 -0.042
H 3.107037 -9.188087 -1.554509 0.015 0.036 -0.038
H 4.224345 -9.662211 -0.252718 0.002 -0.002 -0.002
C 0.894002 1.686163 -4.129500 -0.087 0.081 0.006
C 0.755409 2.140077 -5.564364 0.001 -0.060 0.081
O 0.065844 3.085181 -5.867157 0.014 0.033 -0.009
C 1.518808 1.349424 -6.599758 -0.049 0.084 -0.065
H 0.298553 2.322448 -3.478481 -0.002 -0.003 0.005
H 0.556549 0.652404 -4.030255 0.051 -0.021 -0.002
H 1.940795 1.726075 -3.821122 0.012 -0.046 -0.015
H 1.201471 0.305385 -6.581377 0.039 -0.015 0.034
H 2.587440 1.377040 -6.379289 -0.001 -0.047 0.027
H 1.339395 1.767485 -7.586935 0.001 0.000 -0.002
```
Forces are in eV/Å.

Electronic energy ... -57313.98729 eV
Max |F| ... 1.29 eV/Å
Multiplicity ... 1
HOMO energy ... -8.9 eV
Gap between HOMO and LUMO ... 9.360 eV
LUMO energy ... 0.5 eV
Structure (SMILES) ... C[C@H](F)CB1OBOB(B(O)N(C)C)O1.CC(C)=O.CC(C)=O.CC(C)=O.CC(C)=O.CC(C)=O.CC(C)=O.CC(C)=O
ΔE to the lowest compared entry with this formula, charge and spin ... 0.0 kJ/mol

---

(2)
2 unconnected molecules or ions with the total composition C2H2ClN. Source: OMol25; level of theory: the ωB97M-V functional and the def2-TZVPD basis.

Structure (XYZ):
```
6
Properties=species:S:1:pos:R:3:forces:R:3
C 1.799998 -0.594379 -0.283265 2.738 -1.865 0.564
C 0.720646 -0.138882 -0.268240 -6.689 3.794 -0.287
N -1.403141 0.972672 -0.276697 2.267 -2.465 -1.721
Cl -2.438606 -0.271021 0.139091 -0.167 0.079 -0.054
H 2.455332 -1.317990 0.097721 1.128 -0.302 -0.209
H -1.134231 1.349599 0.591391 0.723 0.759 1.707
```
Forces are in eV/Å.

Electronic energy ... -16110.86785 eV
Max |F| ... 7.70 eV/Å
Multiplicity ... 1
HOMO energy (spin up / spin down) ... -10.4 / -10.4 eV
Gap between HOMO and LUMO (spin up / spin down) ... 7.830 / 7.828 eV
LUMO energy (spin up / spin down) ... -2.6 / -2.6 eV
ΔE to the lowest compared entry with this formula, charge and spin ... 696.1 kJ/mol

---

(3)
C3H3N in the gas phase. Source: OMol25; level of theory: the ωB97M-V functional and the def2-TZVPD basis.

Structure (XYZ):
```
7
Properties=species:S:1:pos:R:3:forces:R:3
C 0.196276 0.980826 -0.029313 -0.545 1.535 -0.499
C -0.464759 -0.167798 0.166878 -0.497 1.218 0.839
C 0.164908 -1.483831 0.037320 0.420 -0.711 -1.401
H -0.302110 2.028088 0.003932 0.532 -2.206 0.219
H 1.225234 1.066981 -0.345712 0.192 -0.422 0.065
H -1.517061 0.031235 0.505486 1.011 -1.263 -0.423
N 0.697512 -2.455501 -0.338591 -1.113 1.848 1.199
```
Forces are in eV/Å.

Electronic energy ... -4648.14315 eV
Max |F| ... 2.47 eV/Å
Multiplicity ... 1
HOMO energy ... -10.7 eV
Gap between HOMO and LUMO ... 10.991 eV
LUMO energy ... 0.3 eV
Structure (SMILES) ... C=CC#N
ΔE to the lowest compared entry with this formula, charge and spin ... 36.8 kJ/mol

---

Which of these has the lowest electronic energy?
C26H56B4FNO11